*P*
{"formula": "C2H2O3S", "method": "ωB97M-V/def2-TZVPD", "smiles": "O=C(O)C(O)=S", "homo_ev": -9.28, "molar_mass_da": 106.102, "elements": ["O", "C", "O", "C", "O", "S", "H", "H"], "positions_angstrom": [[0.54, -0.94, -1.02], [0.20, 0.06, -0.49], [0.06, 1.32, -1.04], [-0.21, 0.04, 0.95], [-0.07, -1.28, 1.25], [-1.06, 1.09, 1.94], [0.36, 1.50, -2.02], [0.18, -1.80, 0.43]]}

*Q*
{"formula": "C2H2O3S", "method": "ωB97M-V/def2-TZVPD", "smiles": "O=C(O)C(O)=S", "homo_ev": -9.27, "molar_mass_da": 106.102, "elements": ["O", "C", "O", "C", "O", "S", "H", "H"], "positions_angstrom": [[-1.45, 0.47, -0.01], [-0.49, -0.28, 0.00], [-0.55, -1.60, 0.00], [0.92, 0.30, 0.00], [0.86, 1.62, 0.00], [2.28, -0.56, 0.00], [-1.49, -1.84, 0.00], [-0.09, 1.88, 0.02]]}

Going by the computed energies, the most stable comes first: *Q*, *P*.

*P*
{"formula": "C3H3NO", "method": "ωB97M-V/def2-TZVPD", "smiles": "Cc1nc1=O", "homo_ev": -9.15, "molar_mass_da": 69.063, "elements": ["C", "C", "N", "C", "O", "H", "H", "H"], "positions_angstrom": [[0.08, -0.02, 0.07], [1.35, -0.19, 0.81], [1.82, -0.65, 1.92], [2.70, 0.08, 0.71], [3.84, 0.33, 0.58], [0.27, 0.45, -0.89], [-0.61, 0.59, 0.65], [-0.38, -1.00, -0.07]]}

*Q*
{"formula": "C3H3NO", "method": "ωB97M-V/def2-TZVPD", "homo_ev": -9.57, "molar_mass_da": 69.063, "elements": ["C", "C", "O", "C", "N", "H", "H", "H"], "positions_angstrom": [[-1.26, -0.23, 0.12], [0.19, -0.27, 0.02], [0.77, 0.94, -0.12], [2.00, 0.43, -0.19], [3.10, 0.08, -0.28], [-1.74, 0.74, 0.07], [-1.59, -0.91, -0.68], [-1.47, -0.78, 1.05]]}

Going by the computed energies, the most stable comes first: *P*, *Q*.